Formula: C8H19NO
Source: the Open Molecules 2025 dataset
Level of theory: wB97M-V/def2-TZVPD

Each line ends with the Mulliken charge.
Positions of all 29 atoms, in Å:
C 1.829596 -0.059672 -0.966784  1.62
C 3.207807 0.546673 -1.239121  -1.78
C 1.960828 -1.543974 -0.628881  -1.57
C 1.176109 0.705840 0.281708  -0.88
N 1.034513 0.059416 -2.163443  -0.74
H 0.889256 1.032196 -2.409638  0.28
H 0.123827 -0.381742 -2.033542  0.34
H 3.121508 1.604375 -1.485109  0.41
H 3.854107 0.443132 -0.371509  0.36
H 3.669725 0.038193 -2.084831  0.42
H 2.355746 -2.075307 -1.491098  0.43
H 2.639818 -1.693856 0.215217  0.36
H 0.989461 -1.969139 -0.391789  0.25
H 0.198241 0.356667 0.585117  -0.29
H 1.827206 0.568796 1.141429  0.42
H 1.116998 1.768607 0.047445  0.40
C -2.604331 -0.177636 0.951109  0.59
C -2.089586 -0.094187 2.389086  -1.36
C -2.751893 1.197607 0.304213  -1.25
C -1.757475 -1.100751 0.111344  -0.26
O -1.594562 -1.000338 -1.080404  -0.57
H -3.597221 -0.660343 0.975342  0.38
H -1.355114 -1.969921 0.670870  0.40
H -2.754091 0.519289 2.993330  0.40
H -3.071507 1.089328 -0.730559  0.35
H -2.029668 -1.082045 2.838931  0.37
H -1.097147 0.355471 2.414409  0.28
H -1.800892 1.727543 0.321045  0.21
H -3.491261 1.795779 0.836112  0.42

Cartesian forces (eV/Å) of the 2 atoms listed first:
-0.4 0.5 1.4
-0.3 -0.2 0.0

The SMILES is CC(C)(C)N.CC(C)C=O. For the LUMO energy, the calculation gives 0.754 eV. The HOMO-LUMO gap comes out at 9.500 eV.


Formula: C46H61ClF3O2P2PdSi
Source: the Open Molecules 2025 dataset
Level of theory: wB97M-V/def2-TZVPD

Each line ends with the Mulliken spin population.
Positions of all 117 atoms, in Å:
Pd 0.514047 -0.237300 0.018664  0.50
C 1.886615 -0.973954 3.154794  0.13
Si 0.433303 -0.068525 2.388246  0.43
C -1.179577 -0.928113 2.867413  0.05
C -1.711547 -0.729121 4.133982  -0.06
C -2.969286 -1.207002 4.485347  0.00
C -3.700239 -1.872767 3.525555  0.00
C -3.129632 -2.200335 2.276124  -0.02
C -1.903820 -1.679627 1.926987  -0.04
P -1.054826 -1.972130 0.319199  0.16
C -0.504259 -3.753838 0.425400  -0.05
C 0.150340 -4.264213 -0.876793  0.01
C 0.453427 -5.769884 -0.793129  0.00
C 1.214964 -6.213662 0.491088  0.00
C 0.634831 -5.529918 1.735753  0.00
C 0.462851 -4.013320 1.570083  0.09
C -2.242236 -1.675566 -1.111937  0.05
C -3.241665 -2.828340 -1.336533  0.03
C -4.399272 -2.436458 -2.290116  0.01
C -3.948566 -1.536733 -3.477997  0.00
C -2.436822 -1.556941 -3.720730  0.01
C -1.555998 -1.276716 -2.462783  0.11
C 0.681679 1.758720 2.721065  0.11
C 1.305897 2.109219 3.921882  -0.01
C 1.422785 3.429605 4.287047  -0.01
C 1.026549 4.410827 3.396005  0.02
C 0.526555 4.086885 2.119573  -0.02
C 0.345945 2.757861 1.759467  -0.08
P -0.190705 2.106503 0.118085  0.16
C -2.057558 2.376375 0.054305  0.02
C -2.422425 3.887547 -0.007850  0.02
C -3.927548 4.101797 -0.264424  0.00
C -4.825326 2.958575 0.277073  0.00
C -4.211263 2.254893 1.486614  0.00
C -2.785622 1.695538 1.231160  0.00
C 0.698430 2.984870 -1.319560  0.04
C 0.928878 4.504742 -1.207679  0.04
C 1.333740 5.163260 -2.548522  0.00
C 0.300967 4.959012 -3.671075  0.00
C -0.554860 3.699213 -3.493902  0.01
C 0.148325 2.584288 -2.717612  0.11
H 1.825550 -1.059459 4.271006  0.02
H 2.823018 -0.431233 2.896648  0.00
H 2.006129 -1.990376 2.734587  -0.04
H -1.163194 -0.174765 4.882393  0.00
H -3.354309 -1.022966 5.471368  0.00
H -4.710136 -2.197175 3.760292  0.00
H -3.658754 -2.844415 1.589339  0.00
H -1.447473 -4.346447 0.588624  0.01
H 1.114739 -3.710862 -0.992595  0.00
H -0.488804 -4.091102 -1.777545  -0.01
H 1.101907 -6.053947 -1.635573  0.00
H -0.511511 -6.314263 -0.930062  0.00
H 2.292871 -5.956409 0.345665  0.00
H 1.173432 -7.308460 0.564345  0.00
H 1.294745 -5.769384 2.591466  0.00
H -0.371203 -5.982938 1.934134  0.00
H 1.427755 -3.542035 1.295908  0.00
H 0.145082 -3.586264 2.519256  0.01
H -2.862753 -0.817191 -0.770818  0.02
H -3.695125 -3.112705 -0.370316  0.00
H -2.742047 -3.752056 -1.747788  0.00
H -5.219407 -1.937700 -1.706291  0.00
H -4.845814 -3.393306 -2.640972  0.00
H -4.258911 -0.481664 -3.349019  0.00
H -4.446455 -1.913489 -4.400017  0.00
H -2.117782 -0.821117 -4.489494  0.00
H -2.121415 -2.559077 -4.098006  0.00
H -1.335026 -0.213276 -2.404953  0.01
H -0.611907 -1.795740 -2.533654  -0.04
H 1.722835 1.335742 4.571987  0.00
H 1.822555 3.695408 5.257061  0.00
H 1.125948 5.447373 3.671844  0.00
H 0.235851 4.839136 1.413889  0.00
H -2.408639 1.873526 -0.894959  0.00
H -1.828737 4.393303 -0.788191  0.00
H -2.163067 4.323905 0.977156  0.00
H -4.091572 4.260694 -1.340676  0.00
H -4.245756 5.001731 0.268226  0.00
H -5.011406 2.217029 -0.540248  0.00
H -5.822062 3.357143 0.536497  0.00
H -4.910834 1.444534 1.775764  0.00
H -4.204505 2.929155 2.352273  0.00
H -2.868618 0.612463 1.053231  0.01
H -2.194119 1.813585 2.148340  0.00
H 1.673277 2.493092 -1.233212  0.01
H 1.746302 4.676087 -0.489648  0.00
H -0.000147 5.016368 -0.839885  -0.01
H 2.328692 4.744634 -2.892450  0.00
H 1.457633 6.245383 -2.361638  0.00
H 0.786941 4.964675 -4.668224  0.00
H -0.397566 5.811535 -3.723822  0.00
H -0.755168 3.262603 -4.492073  0.00
H -1.540034 3.944189 -3.052301  0.00
H 0.987412 2.173290 -3.328118  0.01
H -0.586134 1.754960 -2.604360  -0.02
F 3.237220 0.434382 -4.020554  0.00
C 2.944314 -0.788603 -3.489808  -0.01
F 4.110484 -1.491709 -3.479268  0.00
F 2.100085 -1.377569 -4.366296  0.00
C 2.279701 -0.708153 -2.015855  0.10
O 2.426606 0.380517 -1.444449  0.06
O 1.684592 -1.747165 -1.674372  0.07
Cl 6.023679 -3.490532 0.946810  0.17
C 6.345300 -1.817452 0.806376  0.35
C 7.644156 -1.415863 0.589616  0.11
C 7.922854 -0.085036 0.376582  0.21
C 6.887229 0.856962 0.282089  0.22
C 5.588101 0.469533 0.479925  0.21
C 5.243431 -0.899094 0.780436  0.20
C 3.930933 -1.240718 0.973308  0.03
H 8.401401 -2.174885 0.625900  0.00
H 8.931770 0.247403 0.296643  0.02
H 7.126870 1.895772 0.091912  0.00
H 4.737715 1.145924 0.398961  0.11
H 3.662690 -2.212165 1.369186  0.01
H 3.151556 -0.538581 0.708218  0.36

Cartesian forces (eV/Å) of the 2 atoms listed first:
0.5 0.2 -0.1
0.6 -0.2 1.0

The total charge is +1. Its spin multiplicity is 5. Its expectation value of S² is 6.03. For the LUMO energy (alpha / beta), the calculation gives -3.448 / -7.902 eV. The HOMO-LUMO gap (alpha / beta) comes out at 3.974 / 3.018 eV.


Formula: C38H62N7O6RbS2Si2Te
Source: the Open Molecules 2025 dataset
Level of theory: wB97M-V/def2-TZVPD

Each line ends with the Mulliken charge.
Positions of all 119 atoms, in Å:
Rb -0.149452 -0.075103 -0.035955  0.41
S 3.338856 -2.288551 -1.713345  -0.32
C 3.594185 -1.059356 -2.783133  0.19
N 3.533381 -1.187547 -4.115636  0.26
C 4.135756 -0.182525 -4.987701  -0.73
C 5.350158 0.373059 -4.287803  -0.91
N 4.924593 0.963528 -3.024493  0.45
C 5.403074 2.285352 -2.629758  -1.57
C 6.270226 2.266586 -1.390011  0.93
C 6.177794 3.299394 -0.466581  -0.46
C 6.997961 3.318102 0.651919  -0.68
C 7.913207 2.295304 0.861699  -0.40
C 8.002711 1.256016 -0.053869  -0.78
C 7.186172 1.244552 -1.175830  -0.03
C 3.989210 0.335493 -2.292091  -0.49
S 3.240862 1.005762 -0.996892  0.06
C 2.908110 -2.345228 -4.763265  -0.89
C 2.136184 -1.941751 -5.996966  0.28
C 1.091906 -1.024872 -5.901862  0.04
C 0.392878 -0.651272 -7.039823  -1.01
C 0.726476 -1.187391 -8.278882  -0.40
C 1.766316 -2.098665 -8.377240  -0.64
C 2.470794 -2.469679 -7.237925  -0.34
H 3.418351 0.605394 -5.232529  0.29
H 4.424420 -0.673682 -5.916814  0.58
H 5.830283 1.143327 -4.886801  0.51
H 6.076036 -0.427856 -4.113375  0.26
H 4.545068 2.940346 -2.468686  0.36
H 5.979576 2.675647 -3.470119  0.52
H 5.440410 4.081216 -0.611062  0.41
H 6.911473 4.125476 1.368199  0.39
H 8.548973 2.304923 1.737961  0.40
H 8.709756 0.451575 0.105862  0.39
H 7.252820 0.422117 -1.880005  0.30
H 2.271262 -2.809978 -4.013729  0.30
H 3.683336 -3.068658 -5.036084  0.26
H 0.842142 -0.609438 -4.930375  0.63
H -0.419445 0.060388 -6.957046  0.45
H 0.176549 -0.893938 -9.164477  0.39
H 2.032304 -2.519694 -9.338728  0.38
H 3.285501 -3.182365 -7.314340  0.38
N -1.891151 -2.516998 -1.937294  -0.22
C -1.117991 -1.984195 -3.070726  -0.11
C -0.609964 -0.592442 -2.672151  0.53
O 0.614146 -0.357071 -2.758497  -0.59
O -1.482004 0.175883 -2.191994  -0.88
H -2.420532 -3.334413 -2.214920  0.22
H -2.558547 -1.793474 -1.686608  -0.25
H -1.718515 -1.873651 -3.983711  0.34
H -0.272181 -2.637211 -3.283063  0.18
C -0.445639 -4.466196 2.190605  -0.42
O 0.927440 -4.048619 2.232298  -0.47
C 1.117165 -2.759941 1.904814  0.04
O 0.223285 -1.997276 1.609502  0.31
N 2.436757 -2.441827 1.955074  -0.31
N 2.814472 -1.186936 1.459450  0.16
H -0.451596 -5.479790 2.579328  0.27
H -0.809911 -4.448949 1.163926  0.21
H -1.061279 -3.812182 2.805264  0.14
H 3.088118 -3.210884 1.949388  0.24
H 3.092895 -1.264745 0.481674  -0.27
H 3.594213 -0.837314 1.999930  0.24
C 2.447964 2.059340 2.739215  -1.21
C 1.374048 1.299806 3.492421  -0.28
O 0.166616 1.180244 2.754942  0.30
H 3.401658 2.018566 3.272195  0.43
H 2.185479 3.115478 2.629169  0.39
H 2.595164 1.628753 1.747713  0.13
H 1.177980 1.780206 4.459092  0.25
H 1.696253 0.276781 3.691530  0.30
H -0.075596 2.020484 2.330629  0.13
C -4.847649 2.450817 3.444716  -0.66
Si -4.111915 1.400521 4.803799  0.12
C -5.214528 1.498691 6.311262  -1.04
C -2.393278 2.000757 5.221554  -0.43
C -4.030716 -0.379619 4.228849  -0.74
Te -2.496126 -0.720641 2.765450  -0.13
C -3.535120 -2.144387 1.543449  -0.46
Si -4.946373 -1.484892 0.490592  0.55
C -4.375582 -0.097356 -0.629481  -0.87
C -6.367892 -0.842878 1.526272  -0.87
C -5.587090 -2.906004 -0.549418  -1.10
H -4.810133 3.511704 3.706538  0.38
H -5.892871 2.186780 3.260524  0.34
H -4.295402 2.311215 2.514229  -0.04
H -5.302105 2.528477 6.668340  0.30
H -4.819890 0.893445 7.131402  0.32
H -6.220820 1.137447 6.082881  0.28
H -2.396960 3.071775 5.442989  0.37
H -1.700082 1.835663 4.389437  -0.22
H -1.994499 1.478894 6.095824  0.31
H -4.990324 -0.673030 3.804690  0.17
H -3.810723 -1.051931 5.059556  0.52
H -3.841908 -2.989523 2.163577  0.65
H -2.751076 -2.511757 0.868591  -0.03
H -3.451748 0.373817 -0.289518  -0.11
H -5.144672 0.680128 -0.672384  0.52
H -4.192157 -0.425333 -1.654473  0.46
H -6.120120 0.101572 2.016030  -0.05
H -6.700404 -1.553616 2.287255  0.33
H -7.214027 -0.651726 0.858787  0.35
H -4.791415 -3.331274 -1.167662  0.25
H -6.386002 -2.574844 -1.218871  0.32
H -5.986108 -3.707931 0.077836  0.31
N -0.155959 7.772434 -0.547140  -0.33
C 0.305022 6.664433 0.090601  0.34
O 1.436657 6.602615 0.531478  -0.63
C -0.647924 5.511164 0.235126  0.57
C -1.985642 5.529058 -0.137507  -0.30
C -2.752786 4.390276 0.035071  -1.26
C -2.152613 3.269050 0.582958  0.05
N -0.873198 3.237883 0.952884  0.00
C -0.141846 4.336012 0.777722  -0.34
H 0.490762 8.530422 -0.676810  0.24
H -1.048939 7.815653 -0.997504  0.15
H -2.449437 6.413582 -0.556420  0.26
H -3.795340 4.363169 -0.249545  0.50
H -2.712179 2.350583 0.725505  0.20
H 0.902918 4.294765 1.060256  0.49

Cartesian forces (eV/Å) of the 2 atoms listed first:
0.7 0.8 0.8
-0.1 -0.1 -0.1

For the LUMO energy, the calculation gives 0.108 eV. The HOMO-LUMO gap comes out at 7.311 eV.


Formula: C6H12O
Source: the Open Molecules 2025 dataset
Level of theory: wB97M-V/def2-TZVPD

Each line ends with the Mulliken charge.
Positions of all 19 atoms, in Å:
C -0.982464 -1.673905 -0.674923  -1.63
C -0.565330 -0.199135 -0.591933  0.61
C -0.950403 0.439690 0.756223  -0.99
C -0.292467 1.840398 0.855847  -0.49
O 0.976854 1.838492 0.331440  -0.72
C 0.929098 0.016737 -0.809392  -0.10
C 1.840460 -0.149357 0.224552  -0.59
H -2.067278 -1.766863 -0.544952  0.40
H -0.712967 -2.125482 -1.638022  0.40
H -0.503835 -2.262850 0.118717  0.36
H -1.073028 0.345166 -1.400186  0.37
H -0.604176 -0.219913 1.567253  0.28
H -2.044242 0.491314 0.850993  0.45
H -0.336628 2.173320 1.914299  0.29
H -0.941883 2.546935 0.293686  0.32
H 1.297387 0.419943 -1.749399  0.31
H 1.535363 -0.592296 1.167486  0.23
H 1.607410 -1.223116 -0.758786  0.19
H 2.888138 0.100922 0.087095  0.32

Cartesian forces (eV/Å) of the 2 atoms listed first:
0.0 0.0 0.0
0.0 0.0 0.0

For the LUMO energy, the calculation gives 0.800 eV. The HOMO-LUMO gap comes out at 8.390 eV.


Formula: C8H11BrFHfOS
Source: the Open Molecules 2025 dataset
Level of theory: wB97M-V/def2-TZVPD

Each line ends with the Mulliken spin population.
Positions of all 24 atoms, in Å:
Hf -2.249548 0.161293 -3.666654  1.19
Br -0.391470 -0.318658 -1.523762  -0.03
F 3.734330 3.725768 2.833294  0.00
C 3.692773 2.860999 1.808108  -0.01
C 4.871983 2.342014 1.388748  -0.01
C 4.922811 1.322440 0.360162  0.00
C 3.689367 0.936899 -0.151533  -0.01
C 2.475923 1.452227 0.338480  -0.01
C 2.503930 2.442755 1.322914  0.00
H 5.811230 2.691655 1.791208  0.00
H 5.763976 0.922849 -0.186821  0.00
H 3.688260 0.044202 -0.759395  0.00
H 1.525338 1.103996 -0.037713  0.00
H 1.564244 2.820732 1.697774  0.00
C -5.549754 -2.369256 -0.964416  0.00
S -3.725127 -2.520804 -1.450902  -0.01
O -3.299164 -1.314336 -2.235822  -0.12
C -2.983178 -2.390627 0.303868  0.00
H -5.902506 -3.156898 -0.298631  0.00
H -6.205929 -2.387745 -1.834587  0.00
H -5.592899 -1.351820 -0.575748  0.00
H -3.569915 -1.890702 1.074533  0.00
H -2.123605 -1.724251 0.231877  0.00
H -2.651070 -3.402733 0.535019  0.00

Cartesian forces (eV/Å) of the 2 atoms listed first:
0.9 -3.4 5.8
-1.8 1.1 -3.1

The total charge is +2. Its spin multiplicity is 2. Its expectation value of S² is 0.77. For the LUMO energy (alpha / beta), the calculation gives -10.959 / -11.270 eV. The HOMO-LUMO gap (alpha / beta) comes out at 2.056 / 1.877 eV.


Formula: H24O12
Source: the Open Molecules 2025 dataset
Level of theory: wB97M-V/def2-TZVPD

Each line ends with the Mulliken charge.
Positions of all 36 atoms, in Å:
O 0.129103 1.055971 3.133433  -0.64
H -0.558135 0.761975 2.507037  0.31
H 0.881554 0.455760 3.007723  0.31
O 0.848761 -1.048261 -4.492762  -0.64
H 0.414469 -0.399496 -5.045493  0.30
H 1.139819 -0.554490 -3.715820  0.31
O -2.738657 -0.643138 -0.946738  -0.64
H -2.645839 0.320422 -0.977257  0.30
H -2.211364 -0.649670 -0.109675  0.33
O 3.722464 1.609234 3.038932  -0.64
H 3.002492 1.940740 3.594034  0.32
H 3.309002 1.824386 2.197106  0.31
O -0.162889 3.455977 2.246026  -0.55
H -0.855210 4.062719 1.969611  0.29
H -0.608026 2.613115 2.219125  0.28
O -1.990448 -3.968363 -1.213269  -0.65
H -1.300634 -3.830198 -1.871895  0.34
H -2.351183 -3.164214 -0.825176  0.30
O -0.495031 -2.517210 1.861235  -0.65
H -0.966237 -2.819894 1.081796  0.32
H 0.092160 -3.239351 2.119136  0.32
O -1.584995 3.065095 -2.505447  -0.62
H -1.945833 2.239308 -2.879327  0.41
H -1.292075 3.715458 -3.145150  0.28
O -2.103984 0.518494 -3.175915  -0.67
H -1.769624 0.559109 -4.070729  0.28
H -1.644404 -0.164858 -2.685902  0.34
O 0.582073 -0.365279 1.113757  -0.63
H 0.304558 -1.218169 1.564711  0.52
H 1.003389 -0.645835 0.292131  0.16
O 0.628888 1.152151 -1.679262  -0.51
H -0.157041 1.397104 -1.179671  0.28
H 1.360749 1.297253 -1.044076  0.26
O 3.159678 -2.297012 2.953941  -0.62
H 3.396106 -2.972782 2.307797  0.30
H 3.934397 -1.767695 2.701559  0.30

Cartesian forces (eV/Å) of the 2 atoms listed first:
-0.5 -0.3 0.7
0.9 -0.3 0.5

The SMILES is O.O.O.O.O.O.O.O.O.O.O.O. For the LUMO energy, the calculation gives -0.314 eV. The HOMO-LUMO gap comes out at 10.680 eV.